14
Properties=species:S:1:pos:R:3:forces:R:3 method="wB97M-V/def2-TZVPD" energy_ha=-324.50634 de_lowest_kcal_mol=136.88 total_charge=0 homo_ev="-7.488 / -7.308" orbital_gap_ev="8.02 / 7.78" multiplicity=1
C 1.34442 1.11024 0.97201 0.0 0.0 0.0
C 0.15906 0.52559 0.26336 0.3 0.0 0.0
N -0.77590 1.42519 -0.50416 -0.1 0.1 -0.1
C -1.29479 0.83931 0.62914 -0.2 -0.1 0.0
C -0.49998 -1.84942 -0.89269 -0.2 -0.2 -0.1
C 0.17968 -0.69102 -0.38691 -0.1 -0.2 0.0
O 0.89830 -1.82135 -0.41511 0.1 0.1 0.0
H 1.64432 0.46753 1.80506 0.0 0.1 -0.1
H 1.05855 2.08479 1.37013 0.0 -0.1 -0.1
H 2.19490 1.23309 0.29571 -0.1 0.0 0.1
H -1.04747 1.03575 -1.42418 0.0 0.1 0.1
H -2.08120 0.08215 0.48874 0.1 0.1 0.1
H -0.64159 -1.99935 -1.96135 0.2 0.0 0.2
H -1.13830 -2.44251 -0.23975 0.0 0.2 -0.1

=====

14
Properties=species:S:1:pos:R:3:forces:R:3 method="wB97M-V/def2-TZVPD" energy_ha=-324.63463 de_lowest_kcal_mol=56.37 total_charge=0 homo_ev=-10.344 orbital_gap_ev=10.08 multiplicity=1
C 0.50691 0.41760 1.47784 0.0 0.0 0.0
C -0.73283 -0.13820 0.83730 -0.1 0.1 -0.1
C -1.25974 0.21045 -0.34858 0.1 0.0 0.2
C -0.63838 1.17340 -1.27164 0.3 0.1 0.0
O 0.52795 1.52694 -1.21385 -0.4 -0.2 -0.1
C 1.58288 -2.81639 -0.69439 -0.3 1.1 -0.4
N 1.27910 -1.74572 -1.06555 0.3 -1.0 0.4
H 1.37264 0.36656 0.81397 -0.1 0.0 0.1
H 0.73656 -0.11033 2.40617 -0.1 0.1 -0.1
H 0.36353 1.47983 1.71139 0.0 -0.1 -0.1
H -1.27784 -0.88570 1.41218 0.0 0.1 -0.1
H 1.02492 -0.80482 -1.30711 0.1 0.0 0.0
H -2.19659 -0.23425 -0.67611 0.1 0.1 0.1
H -1.28912 1.56062 -2.08163 0.1 0.0 0.1

=====

14
Properties=species:S:1:pos:R:3:forces:R:3 method="wB97M-V/def2-TZVPD" energy_ha=-324.59304 de_lowest_kcal_mol=82.47 total_charge=0 homo_ev=-8.294 orbital_gap_ev=9.21 multiplicity=1
C -0.43821 -0.03400 1.87698 0.0 0.0 0.0
C -0.31080 0.18638 0.41254 0.1 -0.1 0.0
C 0.45934 -0.40634 -0.53859 -0.2 0.1 0.1
N 1.39789 -1.43216 -0.33089 -0.1 -0.1 -0.1
C 0.18261 0.17760 -1.84580 -0.1 0.1 0.3
C -0.71171 1.20560 -1.45998 -0.2 0.0 -0.2
O -1.05754 1.19584 -0.13010 0.1 -0.1 0.0
H 0.45115 -0.55524 2.24372 -0.1 0.1 0.0
H -0.52513 0.92171 2.40270 0.0 -0.1 -0.1
H -1.32200 -0.63461 2.12363 0.1 0.1 0.0
H 1.69989 -1.80637 -1.22205 0.0 0.0 0.1
H 1.04987 -2.18393 0.25153 0.1 0.1 -0.1
H 0.46109 1.52091 -1.70916 0.1 0.1 0.0
H -1.33645 1.84461 -2.07451 0.1 -0.1 0.1